1.
Entry from the Open Molecules 2025 dataset: C3H6N2OS in the gas phase (the ωB97M-V functional and the def2-TZVPD basis).

Geometry as XYZ:
```
13
Properties=species:S:1:pos:R:3:nbo_charge:R:1
C -2.001 0.793 0.196 -0.4754
N -1.505 -0.512 0.456 -0.3249
N -0.357 -0.993 0.468 -0.0774
C 0.633 -0.194 0.138 -0.2461
C 1.914 -0.794 -0.229 0.3746
O 2.094 -2.034 -0.097 -0.5492
S 2.962 0.447 -1.043 -0.0744
H -1.611 1.469 1.075 0.2023
H -3.155 0.896 0.285 0.2369
H -1.656 1.199 -0.798 0.2236
H -2.032 -1.090 0.952 0.3703
H 0.509 0.905 -0.186 0.1782
H 4.205 -0.093 -1.217 0.1615
```

Its orbital gap is 9.16 eV. As for the spin multiplicity: 1. Its total charge is 0. As for the HOMO energy: -8.838 eV. The SMILES is CN/N=C/C(=O)S.



2.
Entry from the Open Molecules 2025 dataset: a molecular structure, C3H6N2OS (the ωB97M-V functional and the def2-TZVPD basis).

Geometry as XYZ:
```
13
Properties=species:S:1:pos:R:3:nbo_charge:R:1
C -0.413 0.418 0.010 0.6549
C 1.621 0.401 -0.238 -0.2739
C 1.192 -1.018 -0.067 -0.0999
H -3.425 -0.696 0.875 0.1120
H -1.825 1.883 0.196 0.4141
H 2.332 0.780 0.628 0.1848
H 2.198 0.499 -1.132 0.2011
H 1.209 -1.590 -1.021 0.1841
H 1.501 -1.634 0.808 0.2029
N -1.741 0.838 0.327 -0.7683
N 0.482 1.262 -0.214 -0.5046
O -0.208 -0.926 0.154 -0.4833
S -2.924 -0.216 -0.325 0.1761
```

Its orbital gap is 9.92 eV. As for the spin multiplicity: 1. Its total charge is 0. As for the HOMO energy: -9.108 eV.



3.
Entry from the Open Molecules 2025 dataset: 2 unconnected molecules or ions with the total composition C3H6N2OS (the ωB97M-V functional and the def2-TZVPD basis).

Geometry as XYZ:
```
13
Properties=species:S:1:pos:R:3:nbo_charge:R:1
C 0.464 0.232 -0.500 -0.1348
C 1.733 0.791 -0.284 -0.4152
C 2.633 -1.626 0.259 -0.4879
N 0.180 -0.938 -0.062 0.1648
N -3.079 0.884 0.008 -1.0599
O -0.776 -1.703 0.129 -0.2793
S 3.107 -0.046 0.367 0.5162
H -0.225 0.919 -0.937 0.2233
H 1.865 1.820 -0.712 0.2355
H 3.145 -2.410 0.773 0.1783
H -3.300 -0.084 0.132 0.3553
H -3.642 1.275 0.671 0.3556
H -2.107 0.886 0.154 0.3482
```

Its orbital gap (alpha / beta) is 7.31 / 6.80 eV. As for the spin multiplicity: 1. Its total charge is 0. As for the HOMO energy (alpha / beta): -8.143 / -8.180 eV.



4.
Entry from the Open Molecules 2025 dataset: C3H6N2OS in the gas phase (the ωB97M-V functional and the def2-TZVPD basis).

Geometry as XYZ:
```
13
Properties=species:S:1:pos:R:3:nbo_charge:R:1
C 1.588 -1.315 0.019 0.2276
N 0.511 -1.915 -0.309 -0.5821
S -1.159 -1.596 0.014 0.3180
C -1.801 0.320 -0.191 -0.5373
C -0.522 1.081 0.165 -0.1248
O 0.730 0.719 -0.642 -0.3997
N 1.606 0.088 0.232 -0.3466
H 2.427 -1.840 -0.135 0.1805
H -2.643 0.584 0.601 0.2412
H -2.333 0.297 -1.207 0.2421
H -0.138 0.829 1.265 0.2218
H -0.702 2.198 0.052 0.1937
H 2.436 0.549 0.135 0.3655
```

Its orbital gap is 9.29 eV. As for the spin multiplicity: 1. Its total charge is 0. As for the HOMO energy: -8.343 eV. The SMILES is C1=NSCCON1.



5.
Entry from the Open Molecules 2025 dataset: a molecular structure, C3H6N2OS (the ωB97M-V functional and the def2-TZVPD basis).

Geometry as XYZ:
```
13
Properties=species:S:1:pos:R:3:nbo_charge:R:1
C -2.733 -0.508 -0.029 -0.8236
C 0.678 1.317 0.095 0.2344
C 2.129 -0.810 0.073 0.5175
H -2.946 0.497 -0.640 0.2660
H -3.038 -1.626 -0.733 0.2484
H -3.009 -0.580 1.255 0.2470
H 1.166 2.258 0.172 0.1658
H 2.732 1.110 -0.642 0.4343
H 1.451 -1.707 0.932 0.1961
N -0.520 1.177 0.128 -0.4828
N 1.743 0.547 -0.401 -0.6929
O 3.338 -0.997 -0.021 -0.5815
S -0.992 -0.675 -0.188 0.2713
```

Its orbital gap is 9.23 eV. As for the spin multiplicity: 1. Its total charge is 0. As for the HOMO energy: -8.734 eV.



6.
Entry from the Open Molecules 2025 dataset: C3H6N2OS2 in the gas phase (the ωB97M-V functional and the def2-TZVPD basis).

Geometry as XYZ:
```
14
Properties=species:S:1:pos:R:3:nbo_charge:R:1
H -1.823 2.707 -1.092 0.3176
N -2.000 2.602 0.089 -0.6068
C -1.312 1.541 0.431 0.2348
N -0.734 0.505 -0.453 -0.3989
O 0.454 0.423 0.470 -0.4318
C 0.392 -0.835 1.056 -0.3037
S 0.152 -2.166 -0.058 0.4405
C 1.529 -1.870 -0.968 -0.5168
S 2.136 -2.658 -2.294 0.0074
H -0.969 1.364 1.462 0.1964
H -0.321 0.839 -1.564 0.4027
H -0.690 -0.779 1.424 0.2058
H 1.226 -0.597 1.841 0.2511
H 1.961 -1.077 -0.346 0.2018
```

Its orbital gap is 8.36 eV. As for the spin multiplicity: 1. Its total charge is 0. As for the HOMO energy: -8.868 eV. The SMILES is [H]/N=C\NOCSC=S.



7.
Entry from the Open Molecules 2025 dataset: C3H6N2OS2 in the gas phase (the ωB97M-V functional and the def2-TZVPD basis).

Geometry as XYZ:
```
14
Properties=species:S:1:pos:R:3:nbo_charge:R:1
H -2.235 -0.846 -1.874 0.3603
N -2.650 -0.483 -1.009 -0.7174
C -1.738 -0.457 -0.034 0.3004
N -1.719 0.242 1.090 -0.8265
S -0.388 -1.703 -0.146 0.2832
C 1.176 -0.845 -0.172 -0.2908
S 2.641 -1.590 0.112 -0.0247
C 1.262 0.669 -0.343 -0.1296
O 2.454 1.360 -0.442 -0.7079
H -2.519 0.895 1.365 0.4316
H -0.939 -0.057 1.911 0.4307
H 0.575 1.008 -1.138 0.2137
H 0.840 0.932 0.721 0.1818
H 3.241 0.874 -0.042 0.4953
```

Its orbital gap is 8.50 eV. As for the spin multiplicity: 1. Its total charge is 0. As for the HOMO energy: -9.057 eV. The SMILES is [H]/N=C(/N)SC(=S)CO.



8.
Entry from the Open Molecules 2025 dataset: a molecular structure, C3H6N2S (the ωB97M-V functional and the def2-TZVPD basis).

Geometry as XYZ:
```
12
Properties=species:S:1:pos:R:3:nbo_charge:R:1
C 1.149 1.405 0.584 -0.4497
C -0.014 -0.638 0.143 0.3677
C -1.388 0.086 -0.326 -0.3807
H 2.298 1.579 0.665 0.2286
H 0.507 1.606 1.495 0.2096
H 0.537 2.150 -0.210 0.1794
H 0.871 -2.379 -0.324 0.3890
H -0.684 -2.386 -0.992 0.3859
H -1.538 1.385 -0.810 0.2597
N 1.092 0.041 0.214 -0.4543
N -0.024 -2.035 -0.048 -0.8033
S -2.806 -0.815 -0.391 0.0682
```

Its orbital gap is 7.62 eV. As for the spin multiplicity: 1. Its total charge is 0. As for the HOMO energy: -8.791 eV.



The following total energy values (in a.u.) correspond, in order, to the records above: -700.75635, -700.79975, -700.58232, -700.69090, -700.66250, -1098.81767, -1098.96609, -625.46090.
The following energy relative to the best compared isomer or geometry (same formula, charge and spin) values (in kJ/mol) correspond, in order, to the records above: 348.8, 234.9, 805.7, 520.7, 595.2, 672.8, 283.1, 422.9.